## a
Formula: C20H25F15O10
Source: the Open Molecules 2025 dataset
Level of theory: the ωB97M-V functional and the def2-TZVPD basis

The geometry in ORCA input format:
```
! wB97M-V def2-TZVPD RIJCOSX def2/J DEFGRID3
* xyz 0 1
C -0.4782 -0.1127 -0.9923
C -0.7948 -1.4992 -0.3735
O -2.1996 -1.5956 0.0564
C -2.7269 -1.0614 1.1518
O -2.1113 -0.2848 1.8807
C -4.1437 -1.6386 1.3903
F -4.7940 -1.8400 0.2337
F -4.0130 -2.7488 2.0731
F -4.8306 -0.8693 2.2357
H 0.5934 -0.1408 -1.1900
H -0.6642 0.6819 -0.2697
H -1.0860 0.0911 -1.8738
H -0.1651 -1.7462 0.4812
H -0.7659 -2.3083 -1.1034
C 9.9703 -2.7808 -2.0828
C 9.3890 -1.5537 -2.8481
O 8.2393 -1.0772 -2.1955
C 7.5046 -0.0447 -2.7943
O 7.7598 0.6106 -3.8100
C 6.1389 0.3180 -2.1280
F 5.7381 -0.4983 -1.2292
F 6.3788 1.5371 -1.6168
F 5.1798 0.3737 -3.0659
H 9.2875 -3.6302 -2.0647
H 10.1975 -2.5423 -1.0437
H 10.9005 -3.1903 -2.4767
H 9.1310 -1.7631 -3.8863
H 10.0734 -0.7054 -2.8345
C -7.7239 7.4133 -1.0260
C -7.8529 7.5992 0.4387
O -7.4345 6.4229 1.2300
C -8.2759 5.4709 1.4177
O -9.4543 5.5234 1.1892
C -7.6672 4.2402 2.2233
F -6.3548 4.4443 2.4801
F -8.3117 4.0624 3.3277
F -7.7757 3.1327 1.4668
H -8.2845 6.5644 -1.4172
H -6.6853 7.3861 -1.3557
H -8.2124 8.1990 -1.6024
H -8.8013 8.0583 0.7180
H -7.1454 8.3971 0.6642
C -1.7678 -7.3464 0.0917
C -1.2925 -8.2916 -1.0340
O -1.5599 -9.7225 -0.8757
C -1.1171 -10.6155 -1.6941
O -0.5592 -10.3660 -2.7426
C -1.4368 -12.0544 -1.1378
F -2.5413 -12.0240 -0.3187
F -1.6434 -12.9806 -2.0635
F -0.3815 -12.4376 -0.4580
H -1.1468 -7.4696 0.9790
H -2.7786 -7.5291 0.4564
H -1.7169 -6.3204 -0.2727
H -0.2163 -8.1230 -1.0723
H -1.7773 -8.0300 -1.9746
C 3.1735 7.8380 1.8544
C 3.8305 6.5002 2.1651
O 2.8972 5.3881 2.3645
C 3.1903 4.0694 2.5903
O 4.2899 3.5215 2.6058
C 1.9621 3.1563 2.7802
F 0.8159 3.7971 2.5035
F 2.1297 2.0412 2.0243
F 1.8895 2.8487 4.0271
H 2.4970 7.7794 1.0017
H 4.0130 8.5241 1.7423
H 2.6389 8.2133 2.7271
H 4.4726 6.5961 3.0406
H 4.4067 6.1423 1.3119
*
```

## Properties
Structure (SMILES): CCOC(=O)C(F)(F)F.CCOC(=O)C(F)(F)F.CCOC(=O)C(F)(F)F.CCOC(=O)C(F)(F)F.CCOC(=O)C(F)(F)F
Highest occupied orbital energy, eV: -11.05
Gap between HOMO and LUMO, eV: 11.4

## b
Formula: C20H25F15O10
Source: the Open Molecules 2025 dataset
Level of theory: the ωB97M-V functional and the def2-TZVPD basis

The geometry in ORCA input format:
```
! wB97M-V def2-TZVPD RIJCOSX def2/J DEFGRID3
* xyz 0 1
C 6.1562 19.5610 15.0823
C 6.9393 18.7688 16.1262
O 6.7223 17.3378 16.0039
C 7.2086 16.6440 15.0169
O 7.9601 16.9437 14.1650
C 6.4730 15.2059 14.9662
F 7.1236 14.2588 14.2832
F 6.1721 14.7232 16.2147
F 5.2360 15.3730 14.4071
H 6.3829 20.6271 15.1335
H 5.0583 19.4909 15.2254
H 6.3787 19.2667 14.0710
H 6.8403 19.0377 17.1749
H 7.9595 18.8795 15.7898
C 10.5119 10.8482 8.6397
C 10.5894 11.6287 9.9989
O 11.8686 11.4540 10.5820
C 12.1366 10.3618 11.3008
O 11.4680 9.5599 11.8462
C 13.6940 10.2692 11.4906
F 14.0351 9.3671 12.3769
F 14.2306 9.9596 10.2563
F 14.1912 11.4413 11.9496
H 11.3730 11.1022 7.9788
H 9.5694 11.1154 8.1646
H 10.4829 9.7607 8.7410
H 9.7667 11.3208 10.6434
H 10.3942 12.6643 9.7824
C 10.2575 12.7886 13.5333
C 11.7309 12.9030 13.7043
O 11.9842 13.9450 14.6993
C 13.2242 14.0803 15.0482
O 14.1362 13.4505 14.6654
C 13.3549 15.0904 16.2266
F 14.5594 15.7215 16.2280
F 12.3573 16.0242 16.0977
F 13.2346 14.5811 17.4435
H 9.6713 12.9017 14.4618
H 9.8904 11.8381 13.1118
H 9.9348 13.6306 12.9341
H 12.2284 13.0953 12.7642
H 12.1122 11.9585 14.1446
C 12.1252 7.8509 19.9387
C 10.8901 7.8386 19.0584
O 10.9346 8.9358 18.0749
C 10.6832 10.1283 18.4961
O 10.3755 10.5741 19.5353
C 10.9504 11.1401 17.3265
F 11.7284 12.1620 17.6502
F 11.5652 10.6120 16.2505
F 9.7463 11.6037 16.9313
H 13.0585 7.6324 19.4313
H 12.1049 7.1385 20.7543
H 12.1660 8.7862 20.4437
H 10.0843 7.9924 19.7512
H 10.8589 6.9047 18.4702
C 15.4207 15.7354 11.8427
C 14.1014 14.9745 11.8172
O 13.4387 15.1878 10.5095
C 13.6689 14.3763 9.5005
O 14.4341 13.4402 9.4405
C 12.7589 14.7206 8.2184
F 13.1999 14.4440 6.9928
F 11.6581 13.9511 8.3592
F 12.4343 16.0251 8.1730
H 16.0970 15.4150 12.6312
H 15.2971 16.8083 11.9811
H 15.9604 15.6270 10.8644
H 13.4807 15.3561 12.6289
H 14.2608 13.9180 12.0654
*
```

## Properties
Structure (SMILES): CCOC(=O)C(F)(F)F.CCOC(=O)C(F)(F)F.CCOC(=O)C(F)(F)F.CCOC(=O)C(F)(F)F.CCOC(=O)C(F)(F)F
Highest occupied orbital energy, eV: -11.18
Gap between HOMO and LUMO, eV: 11.8

If you had to name the least stable structure above, which would it be? It would be a.